[1]
{"formula": "C8H22BO5P", "method": "the ωB97M-V functional and the def2-TZVPD basis", "elements": ["C", "C", "O", "P", "O", "O", "C", "C", "O", "C", "C", "H", "H", "H", "H", "H", "H", "H", "H", "H", "H", "H", "H", "H", "H", "H", "B", "C", "O", "C", "H", "H", "H", "H", "H", "H", "H"], "coordinates": [[-1.49503, -4.01949, -0.42439], [-2.64053, -3.03265, -0.48616], [-2.32122, -1.74988, 0.04750], [-1.56298, -0.60474, -0.81349], [-2.20079, -0.61188, -2.14257], [-2.07135, 0.82566, -0.24097], [-2.87925, 1.71292, -1.00884], [-4.35501, 1.39358, -0.87980], [-0.35210, -0.41868, 0.22411], [0.61887, -1.39812, 0.59241], [1.40904, -1.95145, -0.58537], [-0.64199, -3.68113, -1.01565], [-1.81493, -4.97525, -0.84180], [-1.16182, -4.18651, 0.60027], [-2.99943, -2.92765, -1.51269], [-3.47277, -3.39944, 0.11599], [-2.56809, 1.71161, -2.05262], [-2.67244, 2.70790, -0.61052], [-4.53368, 0.32642, -1.00909], [-4.93439, 1.93641, -1.62746], [-4.72341, 1.66911, 0.10930], [0.13390, -2.17788, 1.18364], [1.30040, -0.88061, 1.26642], [0.78701, -2.04363, -1.47923], [1.83591, -2.92532, -0.34816], [2.23083, -1.28410, -0.84380], [5.27448, 2.06450, 1.17279], [4.42196, 3.35715, 1.31462], [3.22852, 3.20492, 2.07716], [2.15982, 2.68563, 1.32431], [5.91236, 1.87371, 0.18182], [5.27274, 1.27896, 2.06594], [5.05475, 4.05677, 1.88216], [4.21897, 3.85879, 0.36217], [1.52920, 2.10627, 1.99604], [2.47088, 2.01976, 0.51283], [1.54160, 3.47831, 0.89313]], "multiplicity": 1, "smiles": "CCOP(=O)(OCC)OCC.BCOC", "e_above_lowest_kcal_mol": 0.0, "charge": 0, "homo_lumo_gap_ha": 0.355, "e_lumo_ev": 0.116, "homo_ha": -0.351}

***

[2]
{"formula": "C26H34ClHgN2O2P2S3", "method": "the ωB97M-V functional and the def2-TZVPD basis", "elements": ["Hg", "Cl", "C", "C", "C", "C", "C", "C", "P", "C", "C", "C", "C", "C", "C", "C", "C", "C", "C", "C", "C", "H", "H", "H", "H", "H", "H", "H", "H", "H", "H", "H", "H", "H", "H", "C", "C", "C", "O", "P", "S", "S", "O", "C", "C", "C", "H", "H", "H", "H", "H", "H", "H", "H", "H", "H", "H", "H", "H", "H", "C", "N", "C", "N", "S", "H", "H", "H", "H", "H", "H"], "coordinates": [[2.43585, 1.80839, -2.84919], [3.22365, -1.46211, -1.90399], [2.28495, -2.72771, -2.60239], [2.86865, -3.92831, -2.96289], [2.08485, -4.91511, -3.53779], [0.73485, -4.69251, -3.74999], [0.15605, -3.48971, -3.38039], [0.92015, -2.49391, -2.78229], [0.34875, -0.81611, -2.30589], [0.20535, -0.98681, -0.48809], [0.16585, 0.31089, 0.26191], [-0.33175, 0.21149, 1.70081], [-0.37605, -1.15311, 2.28311], [-0.12925, -2.24841, 1.56111], [0.12375, -2.16761, 0.14581], [-1.43065, -0.92191, -2.73709], [-2.45805, -0.84701, -1.80419], [-3.77925, -0.85301, -2.21619], [-4.08705, -0.92691, -3.56439], [-3.06775, -0.99101, -4.50369], [-1.74815, -0.96821, -4.09369], [3.92325, -4.08331, -2.80369], [2.53215, -5.85391, -3.82489], [0.12755, -5.46181, -4.20319], [-0.89725, -3.32311, -3.55099], [-0.39725, 1.05589, -0.31519], [-1.31075, 0.69419, 1.81821], [-0.61005, -1.20881, 3.33561], [-0.16635, -3.23041, 2.00781], [0.20235, -3.09121, -0.40809], [-2.22305, -0.80871, -0.75109], [-4.56995, -0.79891, -1.48009], [-5.11955, -0.93701, -3.88139], [-3.30295, -1.04931, -5.55699], [-0.94365, -1.00891, -4.81759], [-1.88135, 2.71009, 4.02061], [-0.74845, 2.13159, 4.85561], [-1.28925, 1.44809, 6.10541], [-0.02795, 1.12569, 4.14961], [0.82735, 1.22919, 2.78921], [1.11135, 3.14089, 2.34451], [1.87315, 0.94589, 0.36521], [2.05965, 0.43309, 3.36951], [2.87885, -0.64501, 2.90401], [2.75015, -1.76161, 3.93061], [4.30815, -0.14721, 2.75741], [-2.47735, 3.37189, 4.64371], [-2.51565, 1.90799, 3.64281], [-1.47615, 3.27619, 3.18521], [-0.04775, 2.92789, 5.13471], [-2.09025, 0.76669, 5.82831], [-1.67585, 2.18189, 6.80731], [-0.49535, 0.88009, 6.58161], [2.51415, -0.98011, 1.92751], [3.14615, -1.42801, 4.88691], [3.28995, -2.64361, 3.59731], [1.70165, -2.01751, 4.05841], [4.64905, 0.28249, 3.69561], [4.35955, 0.61429, 1.98211], [4.95655, -0.97511, 2.48111], [-2.31895, 3.60199, -2.59169], [-1.07435, 4.09389, -2.05149], [-0.02585, 4.48309, -2.79389], [-0.07975, 4.30949, -4.13429], [1.26835, 5.24839, -2.08459], [-3.05935, 3.55039, -1.79779], [-2.20135, 2.60079, -3.02189], [-2.68555, 4.28119, -3.36619], [-0.98975, 4.26579, -1.06169], [-0.67795, 3.60299, -4.53569], [0.75485, 4.55009, -4.64449]], "multiplicity": 2, "s2": 0.76, "charge": 0, "homo_lumo_gap_ha": [0.267, 0.198], "e_lumo_ev": [0.052, -1.830], "homo_ha": [-0.265, -0.265]}

***

[3]
{"formula": "C45H47Cl3N5OPPt", "method": "the ωB97M-V functional and the def2-TZVPD basis", "elements": ["Pt", "C", "C", "C", "C", "C", "C", "P", "C", "C", "C", "C", "C", "C", "C", "C", "C", "C", "C", "C", "H", "H", "H", "H", "H", "H", "H", "H", "H", "H", "H", "H", "H", "H", "C", "C", "C", "C", "C", "C", "C", "H", "H", "H", "H", "H", "Cl", "C", "Cl", "H", "H", "C", "C", "C", "C", "C", "O", "C", "C", "C", "C", "C", "C", "Cl", "C", "C", "C", "N", "C", "N", "C", "N", "H", "H", "H", "H", "H", "H", "H", "H", "H", "H", "H", "H", "H", "H", "H", "H", "H", "H", "H", "H", "H", "H", "N", "C", "C", "C", "N", "H", "H", "H", "H"], "coordinates": [[0.00117, -0.18766, -0.36070], [-5.45331, -0.09347, 4.49477], [-4.21717, -0.69292, 4.67550], [-3.20056, -0.48297, 3.75400], [-3.39729, 0.34760, 2.65601], [-4.63272, 0.98047, 2.50677], [-5.65521, 0.75400, 3.41413], [-2.09215, 0.43502, 1.32547], [-2.47975, 2.14558, 0.77273], [-2.99113, 2.49876, -0.47070], [-3.19400, 3.83321, -0.79423], [-2.90508, 4.83170, 0.12402], [-2.43255, 4.48876, 1.38389], [-2.20977, 3.15648, 1.69888], [-2.76998, -0.69540, 0.07465], [-4.10214, -1.00738, -0.20296], [-4.37899, -2.02463, -1.10354], [-3.34708, -2.71512, -1.72937], [-2.01878, -2.36010, -1.50370], [-1.72233, -1.35834, -0.59111], [-6.25591, -0.28290, 5.19602], [-4.04704, -1.33223, 5.53163], [-2.24094, -0.96789, 3.90093], [-4.78930, 1.66797, 1.68452], [-6.61290, 1.24169, 3.27865], [-3.25956, 1.72585, -1.17746], [-3.59688, 4.10014, -1.76381], [-3.04943, 5.87279, -0.13396], [-2.23332, 5.26036, 2.11864], [-1.85934, 2.88346, 2.69005], [-4.90659, -0.46664, 0.28022], [-5.40911, -2.29406, -1.30722], [-3.57931, -3.52822, -2.40757], [-1.22851, -2.87234, -2.04268], [1.45562, -1.11144, -1.48473], [2.08627, -2.32890, -1.64558], [3.11389, -2.56923, -2.60967], [3.71769, -3.80162, -2.71816], [3.33973, -4.86105, -1.89249], [2.33319, -4.66304, -0.94594], [1.72134, -3.43902, -0.81225], [3.40755, -1.75315, -3.25812], [4.49765, -3.95408, -3.45513], [3.81731, -5.82746, -1.98681], [2.03102, -5.48661, -0.30790], [0.93678, -3.27779, -0.07976], [1.64683, 1.96576, -0.13511], [1.64102, 3.68112, 0.35621], [1.59929, 4.74971, -1.05504], [2.56132, 3.87225, 0.89423], [0.75567, 3.86298, 0.94757], [2.21476, -6.36032, 4.55460], [2.68031, -4.94039, 4.19785], [2.78736, -4.83401, 2.67132], [4.09761, -4.74617, 4.76892], [1.69877, -3.89594, 4.83341], [1.83990, -3.91683, 6.26354], [0.20214, -4.18397, 4.58841], [-0.34202, -4.45405, 3.18568], [-1.85370, -4.54002, 3.14468], [-2.50015, -4.45638, 1.91269], [-3.87411, -4.58920, 1.80773], [-4.62383, -4.80581, 2.95187], [-6.34735, -4.95475, 2.83347], [-4.00895, -4.89934, 4.18598], [-2.63123, -4.76197, 4.27681], [2.10169, -2.41656, 4.59880], [1.93895, -1.79005, 3.30548], [0.87082, -1.20200, 2.74296], [1.23195, -0.63838, 1.60636], [2.55785, -0.91882, 1.51170], [3.02840, -1.57668, 2.53642], [2.86764, -7.08180, 4.06257], [1.19593, -6.55786, 4.21838], [2.27271, -6.55264, 5.62977], [3.54956, -5.53453, 2.32345], [3.09920, -3.84392, 2.35303], [1.85596, -5.08775, 2.16667], [4.69482, -5.63670, 4.56738], [4.07946, -4.58265, 5.84435], [4.60083, -3.90130, 4.29553], [1.63550, -4.80503, 6.57250], [-0.34496, -3.34593, 5.03338], [-0.03090, -5.05844, 5.20205], [0.03838, -5.41147, 2.82122], [-0.01031, -3.70055, 2.47096], [-1.92070, -4.28802, 1.01097], [-4.35898, -4.52099, 0.84580], [-4.60240, -5.08053, 5.07253], [-2.18015, -4.84277, 5.25736], [3.15841, -2.33221, 4.83591], [1.55143, -1.83536, 5.33988], [-0.11525, -1.16242, 3.17763], [3.17399, -0.59503, 0.68983], [-0.10915, 2.04033, -2.92810], [-0.60967, 2.29805, -4.15028], [-1.61611, 1.38578, -4.36544], [-1.64682, 0.60690, -3.19739], [-0.73324, 1.02277, -2.33534], [0.62724, 2.52764, -2.44473], [-0.22763, 3.09018, -4.77175], [-2.23495, 1.27993, -5.23887], [-2.29377, -0.22086, -2.95533]], "multiplicity": 5, "s2": 6.06, "e_above_lowest_kcal_mol": 44.1, "charge": 0, "homo_lumo_gap_ha": [0.209, 0.298], "e_lumo_ev": [0.320, -0.182], "homo_ha": [-0.197, -0.304]}

***

[4]
{"formula": "C4H10LuO3", "method": "the ωB97M-V functional and the def2-TZVPD basis", "elements": ["O", "C", "C", "O", "C", "H", "H", "H", "H", "H", "H", "H", "O", "C", "Lu", "H", "H", "H"], "coordinates": [[-0.32327, -1.72928, 0.73130], [0.91541, -1.72573, 1.34265], [1.99197, -0.85592, 0.70754], [2.28906, -1.04669, -0.67859], [1.92021, -0.14176, -1.60126], [1.30178, -2.76263, 1.41302], [0.82738, -1.36270, 2.38602], [2.94843, -1.01644, 1.22197], [1.72483, 0.20675, 0.84515], [1.45386, 0.80567, -1.31413], [2.15366, -0.45749, -2.62066], [-1.13242, 0.84137, -0.73702], [-2.11307, 0.85277, -0.37443], [-2.77368, 2.10503, -0.52489], [-2.31916, -0.96006, 0.92230], [-2.51021, 2.78670, 0.29314], [-2.50194, 2.55132, -1.48794], [-3.85285, 1.90910, -0.52420]], "multiplicity": 2, "s2": 0.75, "charge": 2, "homo_lumo_gap_ha": [0.171, 0.288], "e_lumo_ev": [-9.805, -9.810], "homo_ha": [-0.531, -0.649]}

***

[5]
{"formula": "C48H43F3GeInN6O3S4Te", "method": "the ωB97M-V functional and the def2-TZVPD basis", "elements": ["In", "C", "O", "C", "S", "S", "H", "H", "H", "C", "C", "C", "C", "C", "C", "Ge", "C", "C", "C", "C", "C", "C", "C", "C", "C", "C", "C", "C", "H", "H", "H", "H", "H", "H", "H", "H", "H", "H", "H", "H", "H", "H", "H", "C", "C", "C", "C", "N", "C", "C", "H", "H", "H", "H", "H", "H", "H", "Te", "C", "C", "C", "C", "S", "H", "H", "H", "N", "C", "C", "C", "C", "C", "C", "N", "C", "C", "C", "C", "N", "C", "C", "H", "H", "H", "H", "H", "H", "H", "H", "H", "F", "C", "F", "F", "C", "O", "O", "C", "N", "C", "C", "N", "C", "S", "H", "H", "H", "H", "H", "H"], "coordinates": [[0.06273, -0.95037, 0.19931], [-4.56129, 2.11670, 0.57466], [-3.17480, 2.21966, 0.94069], [-2.33384, 2.78491, 0.09758], [-2.69053, 3.43490, -1.35337], [-0.74245, 2.65121, 0.90893], [-5.03605, 1.63874, 1.42378], [-4.65908, 1.50666, -0.32000], [-4.97242, 3.10675, 0.39241], [2.88925, 3.76545, 5.10020], [3.33586, 2.45112, 5.12850], [2.54298, 1.43212, 4.61587], [1.28675, 1.70732, 4.06628], [0.85447, 3.03946, 4.03973], [1.64347, 4.05691, 4.56093], [0.22414, 0.29650, 3.22704], [-1.65459, 0.38039, 3.68370], [-2.20627, 1.33630, 4.53572], [-3.58213, 1.39208, 4.72748], [-4.41915, 0.50172, 4.06436], [-3.88358, -0.45808, 3.21291], [-2.50935, -0.50971, 3.02474], [0.96968, -1.41354, 3.85079], [0.21382, -2.28547, 4.63581], [0.74922, -3.48615, 5.08957], [2.05869, -3.82917, 4.77782], [2.82234, -2.98081, 3.98045], [2.27012, -1.79789, 3.49944], [3.50934, 4.55916, 5.49777], [4.30346, 2.21758, 5.55631], [2.90045, 0.41182, 4.66728], [-0.10629, 3.28969, 3.60590], [1.28613, 5.07934, 4.54088], [-1.56468, 2.03099, 5.06566], [-4.00163, 2.13198, 5.39861], [-5.49145, 0.55774, 4.21081], [-4.51985, -1.16043, 2.68615], [-2.10313, -1.25640, 2.35292], [-0.80131, -2.01947, 4.90870], [0.14430, -4.15200, 5.69277], [2.48423, -4.75294, 5.15068], [3.84333, -3.24282, 3.72792], [2.86851, -1.17069, 2.84592], [6.97319, -0.11293, -0.14604], [5.48964, 0.10686, -0.25469], [4.72338, 0.47611, 0.84359], [3.35810, 0.64656, 0.69370], [2.71839, 0.47268, -0.46222], [3.45383, 0.12323, -1.51785], [4.82422, -0.06295, -1.46301], [7.36513, 0.28351, 0.78905], [7.49992, 0.36132, -0.97426], [7.19896, -1.18096, -0.18229], [5.18346, 0.63425, 1.81221], [2.74680, 0.95758, 1.53635], [2.91438, -0.02109, -2.44956], [5.36638, -0.35243, -2.35535], [0.92468, 3.19916, -0.68193], [0.83348, 5.27467, -0.49272], [0.58050, 6.17975, -1.48342], [0.76637, 7.52817, -1.05887], [1.15580, 7.60910, 0.24410], [1.32925, 6.06153, 0.94781], [0.24210, 5.89468, -2.47083], [0.59502, 8.38989, -1.68964], [1.35160, 8.49834, 0.82427], [0.25798, -1.19710, -7.38641], [0.21100, -0.76160, -8.69580], [0.44703, -1.39978, -9.91073], [0.30128, -0.63222, -11.04879], [-0.06784, 0.72325, -10.97967], [-0.30332, 1.34330, -9.77009], [-0.16232, 0.58240, -8.60903], [-0.34037, 0.94773, -7.28179], [-0.08413, -0.12956, -6.59757], [-0.13284, -0.20734, -5.12802], [0.39274, -1.28180, -4.42146], [0.33444, -1.26739, -3.03986], [-0.20833, -0.26362, -2.34629], [-0.72524, 0.76163, -3.02943], [-0.70563, 0.83244, -4.40957], [0.45687, -2.13096, -7.07765], [0.72826, -2.44374, -9.96526], [0.47362, -1.08349, -12.01705], [-0.17147, 1.28557, -11.89840], [-0.58956, 2.38546, -9.71006], [0.86548, -2.11932, -4.91958], [0.75849, -2.08449, -2.46297], [-1.17283, 1.55729, -2.44483], [-1.12445, 1.68171, -4.93196], [-2.60146, -4.87404, 0.98076], [-1.94211, -3.74937, 0.74065], [-1.21971, -3.45334, 1.85052], [-1.03534, -4.01322, -0.23304], [-2.84780, -2.55622, 0.37442], [-4.01654, -2.66033, 0.71569], [-2.23286, -1.59452, -0.17435], [1.42526, -5.52526, -2.10188], [1.36070, -5.41875, -0.65770], [0.73257, -6.33635, 0.17545], [0.77238, -5.83462, 1.41976], [1.42661, -4.62040, 1.32866], [1.77751, -4.34348, 0.05724], [2.55982, -2.93745, -0.49181], [1.84314, -6.48976, -2.38448], [2.06701, -4.72846, -2.46629], [0.42874, -5.41769, -2.52964], [0.30872, -7.25068, -0.20062], [0.39370, -6.21898, 2.34975], [1.55991, -3.96048, 2.08246]], "multiplicity": 2, "s2": 0.76, "e_above_lowest_kcal_mol": 0.4, "charge": 0, "homo_lumo_gap_ha": [0.218, 0.245], "e_lumo_ev": [-0.178, -0.777], "homo_ha": [-0.225, -0.273]}

***

[6]
{"formula": "C3H5NO3S", "method": "the ωB97M-V functional and the def2-TZVPD basis", "elements": ["C", "C", "C", "N", "O", "O", "O", "S", "H", "H", "H", "H", "H"], "coordinates": [[-1.05572, -1.22867, -0.16634], [-0.33590, -0.23747, -0.67095], [1.13797, -0.60643, -0.81012], [0.44664, 1.87255, 0.73215], [-1.55611, -2.05472, 0.46673], [0.08170, -0.23001, 2.06678], [-1.88166, 1.09188, 1.16238], [-0.48896, 0.72885, 1.15957], [-0.81504, 0.42093, -1.42543], [1.30171, -1.29177, -1.67410], [1.58725, -1.13861, 0.05720], [1.65402, 0.28139, -0.98116], [-0.07590, 2.39208, 0.08330]], "multiplicity": 1, "e_above_lowest_kcal_mol": 82.6, "charge": 0, "homo_lumo_gap_ha": 0.347, "e_lumo_ev": -0.326, "homo_ha": -0.359}

***

Look up the multiplicity of the sixth one. 1

***

What is the formula in the sixth record? C3H5NO3S